Entry from the Open Molecules 2025 dataset: a structure of composition C41H42P2PbS (ωB97M-V/def2-TZVPD).

E_LUMO: -7.34 eV
Net charge: +2
Orbital gap: 5.73 eV
ΔE to the lowest compared entry with this formula, charge and spin: 0.0 kcal per mole

Each line ends with the Mulliken charge.
Atoms and positions in Å:
Pb1 0.0000 0.0000 0.0000  2.20
C1 2.9833 7.1493 -1.5000  -0.40
C2 2.5877 6.9833 -0.2323  -0.38
C3 1.4789 7.6539 0.5358  -0.46
C4 0.3865 8.3776 -0.2821  -1.08
C5 -0.3438 7.4618 -1.2346  -0.22
C6 0.0037 7.0892 -2.4722  -0.38
C7 1.2057 7.4645 -3.2988  -0.66
C8 2.4173 8.0689 -2.5552  -0.92
C9 -1.3879 -1.4737 -0.6198  -1.38
H1 3.8074 6.5201 -1.8368  0.37
H2 3.1421 6.2502 0.3552  0.47
H3 1.9190 8.3682 1.2495  0.41
H4 0.9953 6.8861 1.1558  0.23
H5 -0.3396 8.7877 0.4299  0.41
H6 0.8155 9.2361 -0.8022  0.34
H7 -1.2628 7.0295 -0.8384  0.47
H8 -0.6771 6.4051 -2.9802  0.42
H9 0.8918 8.1625 -4.0909  0.37
H10 1.5396 6.5597 -3.8261  0.30
H11 3.1975 8.2625 -3.3010  0.42
H12 2.1527 9.0420 -2.1377  0.34
H13 -0.9688 -2.1122 -1.4033  0.45
H14 -2.3080 -1.0126 -1.0022  0.42
H15 -1.6569 -2.1032 0.2383  0.48
P1 1.4650 1.6048 0.6491  1.00
P2 -1.2753 1.7249 -0.7429  1.05
C10 0.7135 3.2485 0.3485  -1.30
C11 -0.4897 3.2997 -0.2355  -0.63
C12 1.9815 1.7154 2.3967  0.38
C13 2.2537 2.9388 3.0268  -0.24
C14 2.6012 2.9687 4.3753  -0.64
C15 2.6817 1.7783 5.1031  -0.66
C16 2.4158 0.5589 4.4803  -0.81
C17 2.0655 0.5258 3.1304  -0.73
C18 3.0287 1.7270 -0.2841  0.47
C19 3.0239 1.4839 -1.6657  -0.26
C20 4.2205 1.4495 -2.3785  -0.81
C21 5.4351 1.6456 -1.7187  -0.59
C22 5.4473 1.8750 -0.3421  -0.75
C23 4.2518 1.9154 0.3739  -0.38
C24 -2.9912 1.9115 -0.1656  0.66
C25 -3.3303 1.6159 1.1619  -0.28
C26 -4.6616 1.6525 1.5736  -0.84
C27 -5.6678 1.9737 0.6617  -0.54
C28 -5.3381 2.2559 -0.6656  -0.72
C29 -4.0085 2.2232 -1.0798  -0.48
C30 -1.3928 1.9563 -2.5541  0.28
C31 -1.4474 0.8051 -3.3507  -0.62
C32 -1.4767 0.9153 -4.7406  -0.74
C33 -1.4546 2.1745 -5.3416  -0.66
C34 -1.4046 3.3259 -4.5517  -0.49
C35 -1.3728 3.2192 -3.1628  0.02
H16 1.2536 4.1515 0.6320  0.35
H17 -0.9844 4.2465 -0.4520  0.99
H18 2.2064 3.8640 2.4582  0.32
H19 2.8118 3.9185 4.8593  0.46
H20 2.9565 1.8040 6.1540  0.41
H21 2.4847 -0.3676 5.0433  0.47
H22 1.8603 -0.4148 2.6257  0.51
H23 2.0812 1.3154 -2.1800  0.27
H24 4.2044 1.2668 -3.4495  0.45
H25 6.3681 1.6169 -2.2744  0.44
H26 6.3902 2.0219 0.1773  0.45
H27 4.2674 2.0939 1.4449  0.41
H28 -2.5506 1.3503 1.8714  0.25
H29 -4.9131 1.4276 2.6064  0.45
H30 -6.7052 2.0009 0.9825  0.42
H31 -6.1187 2.4991 -1.3809  0.44
H32 -3.7566 2.4397 -2.1138  0.37
H33 -1.4741 -0.1667 -2.8621  0.28
H34 -1.5247 0.0189 -5.3526  0.44
H35 -1.4824 2.2610 -6.4243  0.42
H36 -1.3920 4.3065 -5.0193  0.49
H37 -1.3449 4.1157 -2.5492  0.16
S1 -0.6965 -0.6770 2.3196  -0.19
C36 -0.2524 -2.4300 2.2220  0.36
C37 -1.1790 -3.3811 2.6716  -0.20
C38 -0.8915 -4.7469 2.5838  -0.60
C39 0.3263 -5.1725 2.0468  -0.42
C40 1.2567 -4.2328 1.5979  -1.12
C41 0.9722 -2.8666 1.6832  0.09
H38 -2.1296 -3.0628 3.0806  0.44
H39 -1.6144 -5.4758 2.9262  0.41
H40 0.5471 -6.2297 1.9748  0.41
H41 2.1981 -4.5632 1.1769  0.44
H42 1.7042 -2.1653 1.3125  0.23

Atomic forces in eV per Å
-0.5 -6.1 1.7
-0.2 -0.2 0.3
0.0 0.0 -0.4
-0.1 0.2 -0.1
0.1 0.0 0.1
0.2 -0.2 -0.2
0.0 0.0 0.4
0.1 0.1 0.0
-0.1 0.0 -0.1
-0.7 -2.5 -1.5
-0.1 0.1 0.1
0.1 0.1 0.0
-0.1 -0.1 -0.1
0.0 0.1 0.0
0.1 0.0 -0.1
-0.1 -0.1 0.1
0.0 0.1 -0.1
0.0 0.1 0.0
0.0 -0.1 0.2
0.0 0.1 0.1
-0.1 0.0 0.1
0.1 -0.2 -0.1
-0.1 0.1 0.1
0.5 0.4 0.2
0.5 0.4 -0.1
5.9 5.1 1.7
-4.8 6.7 -2.2
-1.3 -0.7 -0.5
0.8 -0.5 0.3
-0.6 -0.9 0.4
-0.2 0.2 -0.2
0.0 -0.2 -0.2
-0.1 -0.1 -0.3
0.1 0.1 -0.2
0.4 0.1 0.0
0.2 -0.8 -0.4
0.2 0.0 0.2
-0.2 0.1 0.1
-0.2 0.0 0.2
-0.2 0.1 -0.2
-0.1 0.0 0.1
-0.4 -0.7 0.1
0.0 0.0 0.0
0.1 0.1 -0.1
0.3 0.0 -0.1
0.1 0.0 0.2
0.0 0.0 0.0
0.6 -0.7 -0.3
0.1 0.2 0.0
-0.1 0.0 0.1
0.0 0.0 0.3
-0.1 -0.2 0.1
0.0 0.0 0.2
0.1 -0.3 -0.1
0.0 -0.2 0.1
0.0 -0.1 0.3
0.0 -0.1 -0.1
-0.1 0.0 -0.2
0.0 0.1 -0.1
0.2 0.2 0.4
0.0 0.0 -0.1
0.0 0.0 0.2
-0.2 0.0 0.1
-0.2 0.0 -0.1
0.1 -0.1 -0.2
-0.2 0.0 0.0
0.1 0.0 -0.2
0.2 0.0 -0.1
0.1 0.0 0.1
-0.2 -0.1 0.1
0.0 0.1 -0.4
0.0 0.1 0.1
0.0 0.0 0.2
0.0 -0.1 0.1
0.1 -0.1 -0.2
-0.2 -0.3 0.6
0.1 0.0 -0.4
0.1 -0.1 -0.1
0.5 0.4 -0.1
-0.1 0.4 0.0
-0.4 0.2 0.1
-0.5 -0.4 0.2
0.0 0.1 0.0
0.0 0.1 0.0
0.0 0.0 0.0
0.0 0.0 0.0
0.2 0.2 0.0

Entry from the Open Molecules 2025 dataset: a structure of composition C41H42P2TeTi (ωB97M-V/def2-TZVPD).

E_LUMO (alpha / beta): -8.29 / -8.27 eV
Net charge: +2
Orbital gap (alpha / beta): 4.26 / 4.28 eV

Each line ends with the Mulliken charge.
Atoms and positions in Å:
Ti1 0.7220 -1.3386 0.0429  -0.01
C1 -2.9300 0.0057 4.9700  -0.52
C2 -3.1824 0.1680 3.6708  -0.09
C3 -3.3905 1.4628 2.9310  -1.30
C4 -2.2119 2.0384 2.1372  -0.22
C5 -0.8749 2.1902 2.8480  -1.04
C6 -0.5699 1.6239 4.0631  0.31
C7 -1.5012 2.1387 5.1840  -0.86
C8 -2.4838 1.1494 5.8470  -0.95
C9 2.2172 -0.1011 1.0410  -1.19
H1 -3.1091 -0.9184 5.5181  0.60
H2 -3.5008 -0.7314 3.1344  0.54
H3 -3.7660 2.2360 3.6155  0.39
H4 -4.1994 1.3336 2.1930  0.46
H5 -2.1141 1.4591 1.2030  -0.24
H6 -2.4350 3.0389 1.7301  0.56
H7 -0.1527 2.6592 2.1705  0.61
H8 0.4227 1.2103 4.3511  0.36
H9 -2.1802 2.8084 4.6429  0.31
H10 -0.9561 2.8089 5.8966  0.36
H11 -2.2161 0.8486 6.8744  0.41
H12 -3.3738 1.7646 6.0766  0.50
H13 2.5693 -0.0982 2.0799  0.76
H14 2.1192 0.9236 0.6622  0.15
H15 2.9430 -0.6658 0.4219  0.39
P1 0.2840 -1.9268 -2.3578  0.30
P2 1.8636 0.4419 -2.7789  0.29
C10 -0.6264 -0.4788 -2.8730  -0.96
C11 0.1372 0.5606 -3.2566  -1.24
C12 -0.3159 -2.9972 -3.8270  0.31
C13 -1.4673 -2.6948 -4.5793  0.24
C14 -1.8439 -3.4865 -5.6690  -0.78
C15 -1.0978 -4.6190 -6.0101  -0.48
C16 0.0226 -4.9581 -5.2383  -0.66
C17 0.4084 -4.1526 -4.1539  -0.55
C18 -0.8888 -2.3299 -0.9843  1.25
C19 -1.2755 -1.1799 -0.1005  -0.84
C20 -1.9350 -1.5791 1.1012  -0.69
C21 -2.8924 -2.5816 0.9352  -0.73
C22 -2.9017 -3.3426 -0.2454  -0.76
C23 -1.9070 -3.2658 -1.2100  -0.15
C24 2.5097 0.8649 -4.5330  0.37
C25 2.2151 -0.0318 -5.5802  -0.28
C26 2.5986 0.2508 -6.8981  -0.76
C27 3.2900 1.4383 -7.1897  -0.43
C28 3.5743 2.3448 -6.1597  -0.73
C29 3.1884 2.0536 -4.8429  -0.25
C30 2.0703 2.1062 -2.0199  0.79
C31 3.2620 2.3583 -1.3171  -0.45
C32 3.4918 3.6046 -0.7337  -0.75
C33 2.5239 4.6109 -0.8323  -0.59
C34 1.3362 4.3605 -1.5245  -0.79
C35 1.0999 3.1084 -2.0944  -0.07
H16 -1.7090 -0.5090 -2.8706  1.13
H17 -0.1821 1.3761 -3.8986  1.00
H18 -2.0866 -1.8370 -4.3423  0.41
H19 -2.7082 -3.2132 -6.2697  0.42
H20 -1.3664 -5.2357 -6.8696  0.41
H21 0.6195 -5.8460 -5.4725  0.40
H22 1.2770 -4.4085 -3.5383  0.39
H23 -1.3931 -0.1690 -0.5234  0.80
H24 -1.9021 -0.9618 1.9890  0.51
H25 -3.6849 -2.7319 1.6695  0.54
H26 -3.7459 -3.9988 -0.4482  0.44
H27 -1.9938 -3.7621 -2.1826  0.43
H28 1.6567 -0.9509 -5.3822  0.25
H29 2.3483 -0.4407 -7.7106  0.40
H30 3.6003 1.6609 -8.2148  0.38
H31 4.0924 3.2826 -6.3764  0.40
H32 3.4091 2.7739 -4.0586  0.29
H33 4.0081 1.5647 -1.2529  0.43
H34 4.4381 3.7805 -0.2167  0.45
H35 2.7125 5.5822 -0.3718  0.42
H36 0.5865 5.1483 -1.6098  0.43
H37 0.1549 2.9378 -2.6024  0.39
Te1 0.8207 -1.8696 2.6618  0.25
C36 0.8657 -1.0807 4.7176  0.38
C37 -0.1469 -1.6745 5.4871  -0.46
C38 -0.2434 -1.4088 6.8659  -0.80
C39 0.6718 -0.5325 7.4702  -0.45
C40 1.7132 0.0302 6.7156  -0.48
C41 1.8455 -0.2813 5.3475  -0.08
H38 -0.8451 -2.3632 5.0044  0.25
H39 -1.0265 -1.8928 7.4591  0.42
H40 0.5500 -0.2753 8.5263  0.42
H41 2.4181 0.7032 7.2046  0.43
H42 2.6750 0.1092 4.7620  0.50

Atomic forces in eV per Å
1.9 -0.9 1.3
0.3 0.9 0.6
-0.7 -0.9 0.1
-0.1 0.7 -0.3
-0.1 1.5 0.5
0.7 -1.9 -0.3
0.2 2.0 -0.1
-1.0 -0.7 -0.6
-0.6 0.5 1.1
0.1 0.4 0.7
0.2 -0.2 -0.6
-0.1 0.2 0.2
0.1 -0.3 0.0
0.1 -0.2 0.3
0.6 -0.2 0.4
-0.5 -0.2 0.2
0.5 -1.0 0.0
-0.7 1.3 -0.4
0.5 0.2 0.3
-0.2 -0.9 -0.5
0.4 -0.4 -0.6
0.0 -0.2 -0.2
0.5 0.4 -0.7
-0.4 -0.1 0.2
0.0 -0.1 0.2
-2.0 -1.7 -1.2
1.4 2.2 -1.7
0.9 1.7 0.1
-0.6 -0.9 0.0
0.4 -0.7 0.4
0.1 0.1 0.0
0.4 -0.1 0.2
0.5 0.0 0.4
0.0 0.2 0.2
0.0 0.1 0.1
-2.3 1.2 -1.6
1.2 -0.7 0.2
-1.9 0.3 -0.6
0.6 -0.4 0.2
-0.8 -0.2 -0.1
0.2 0.1 0.7
0.1 -0.4 0.0
0.1 0.2 0.0
0.1 0.3 0.1
-0.1 -0.1 0.4
-0.2 -0.4 0.0
0.0 -0.1 0.0
0.0 -0.1 0.5
-0.3 0.0 -0.2
0.0 -0.1 -0.1
0.2 -0.2 -0.1
0.1 0.0 0.2
0.1 0.3 0.1
0.0 0.0 -0.4
-0.3 0.1 0.3
0.1 -0.1 -0.1
0.1 0.0 0.2
0.0 0.2 0.3
-0.3 0.4 0.1
-0.2 -0.1 -0.4
0.1 -0.1 0.3
-0.4 0.3 -0.3
0.5 -0.1 0.0
0.1 0.1 0.2
0.3 -0.3 0.7
0.2 0.2 0.0
0.1 0.2 0.4
-0.2 -0.1 0.4
-0.2 -0.4 0.1
0.0 -0.1 -0.1
0.0 0.2 0.0
-0.4 0.0 -0.1
-0.1 -0.3 -0.2
0.2 -0.3 0.0
0.2 0.1 0.1
0.5 0.0 -0.2
0.1 -0.3 1.2
0.1 0.0 -0.2
0.5 0.2 -0.3
-0.3 -0.1 -0.5
-0.4 -0.5 -0.4
-0.3 -0.3 -0.5
0.0 0.3 0.3
0.3 0.2 -0.3
0.2 -0.2 -0.4
-0.1 -0.2 -0.3
-0.1 0.1 0.2

For reference, E_tot by record: -77839.7227, -92159.0909 eV.